The following is a quantum chemistry calculation of an isolated molecule of C5H13NO, from the Open Molecules 2025 dataset.

Geometry as XYZ:
```
20
Properties=species:S:1:pos:R:3:forces:R:3
C 1.625 0.616 0.790 -0.1 -0.6 0.2
C 0.687 -0.582 0.545 -0.5 0.6 0.1
N 1.272 -1.888 0.709 -0.3 -0.4 -0.1
C 0.051 -0.501 -0.838 -0.1 0.3 -0.5
C -0.749 0.777 -1.120 -0.2 -0.5 0.6
C -1.887 1.001 -0.133 0.1 0.3 0.1
O -2.761 -0.100 0.009 -0.2 0.0 -0.1
H 2.305 0.367 1.604 0.0 0.1 0.1
H 2.235 0.857 -0.075 0.0 0.1 -0.2
H 1.033 1.475 1.086 0.1 0.3 0.0
H -0.132 -0.471 1.282 0.3 -0.3 -0.1
H 1.847 -2.168 -0.071 0.2 0.1 0.1
H 1.746 -2.030 1.587 0.2 0.1 0.0
H -0.598 -1.356 -1.043 0.0 -0.2 0.3
H 0.831 -0.574 -1.603 0.1 0.0 0.1
H -0.101 1.642 -1.033 0.2 0.3 -0.3
H -1.177 0.698 -2.117 0.1 0.2 -0.2
H -2.486 1.841 -0.489 -0.1 -0.1 0.0
H -1.496 1.308 0.846 0.1 -0.1 0.0
H -2.245 -0.909 0.063 0.1 0.0 0.1
```
Positions in Å, forces in eV/Å.

Results
**Energy above the lowest of the compared OMol25 structures with the same formula, charge and spin**: 73.6 kJ/mol
**HOMO level**: -9.3 eV
**SMILES string**: C[C@H](N)CCCO
**Spin multiplicity**: 1
**Total energy**: -328.2908 a.u.
**Net charge**: 0

***

The following is a quantum chemistry calculation of a cluster of 2 separate species, C5H13NO in total in a non-equilibrium geometry, from the Open Molecules 2025 dataset.

Geometry as XYZ:
```
20
Properties=species:S:1:pos:R:3:forces:R:3
C 2.343 0.147 -2.013 2.6 -0.8 -0.5
C 1.133 0.541 -2.262 -1.2 0.8 1.0
C 0.302 1.275 -1.248 -0.7 0.1 0.0
C -0.297 0.312 -0.217 -1.1 -0.7 0.5
N -1.551 0.743 0.374 -0.1 -0.1 0.7
C -1.510 1.901 1.250 1.0 -1.0 0.3
H 3.013 0.454 -1.214 -0.7 0.2 0.4
H 2.884 -0.515 -2.677 -0.2 0.0 -0.4
H 0.580 0.236 -3.142 0.2 -0.2 -0.1
H 0.749 2.083 -0.668 0.6 0.0 -0.4
H -0.538 1.714 -1.788 -0.1 0.1 0.1
H -0.440 -0.696 -0.609 -0.2 0.1 -0.5
H 0.328 0.091 0.655 0.6 0.5 -0.3
H -2.407 0.653 -0.144 0.2 0.0 -0.4
H -1.740 2.825 0.738 -0.2 0.5 0.2
H -0.498 1.953 1.668 0.1 0.3 -0.4
H -2.051 1.718 2.178 -0.8 0.3 -0.3
O 0.071 -4.099 2.996 -0.2 -0.4 -0.1
H -0.219 -5.009 2.826 0.2 0.4 0.1
H -0.750 -3.599 3.038 0.0 0.1 0.0
```
Positions in Å, forces in eV/Å.

Results
**Energy above the lowest of the compared OMol25 structures with the same formula, charge and spin**: 213.3 kJ/mol
**HOMO level**: -8.3 eV
**SMILES string**: C=CCCNC.O
**Spin multiplicity**: 1
**Total energy**: -328.2376 a.u.
**Net charge**: 0

***

The following is a quantum chemistry calculation of a cluster of 2 separate species, C5H13NO in total in a non-equilibrium geometry, from the Open Molecules 2025 dataset.

Geometry as XYZ:
```
20
Properties=species:S:1:pos:R:3:forces:R:3
C -1.953 -0.040 -0.033 -0.7 -1.7 0.1
N -1.323 -1.370 -0.187 3.6 2.1 3.0
C -0.163 -1.305 -1.062 1.5 -1.0 1.8
C 2.785 1.252 -0.847 -2.6 3.7 4.3
C 1.727 0.400 -1.262 -1.3 0.3 -3.9
C 0.870 -0.220 -0.502 -1.8 -1.6 -1.2
H -2.692 0.053 -0.773 -1.6 -0.3 -1.3
H -1.384 0.879 -0.313 0.4 -1.0 1.1
H -2.485 -0.243 0.889 -0.2 1.4 0.2
H -1.044 -1.708 0.846 -1.2 -0.1 -2.8
H 0.310 -2.246 -1.329 0.6 -0.9 2.0
H -0.516 -1.348 -2.012 -1.5 2.3 -3.4
H 3.657 0.838 -1.143 3.2 -0.8 -0.5
H 2.628 1.488 0.276 1.2 -0.9 -1.3
H 2.613 2.279 -1.207 0.4 -0.4 -0.7
H 1.652 0.483 -2.399 -0.2 -1.2 1.4
H 0.833 -0.030 0.538 0.1 -0.3 1.1
H -1.913 0.625 2.217 2.0 0.7 3.7
H -1.192 1.682 3.029 0.7 3.4 0.1
O -1.350 0.789 3.116 -2.7 -3.9 -3.6
```
Positions in Å, forces in eV/Å.

Results
**Energy above the lowest of the compared OMol25 structures with the same formula, charge and spin**: 453.4 kJ/mol
**HOMO level (spin up / spin down)**: -14.1 / -14.0 eV
**Spin multiplicity**: 2
**Total energy**: -327.8426 a.u.
**Net charge**: +1

***

The following is a quantum chemistry calculation of a cluster of 2 separate species, C5H13NO in total in a non-equilibrium geometry, from the Open Molecules 2025 dataset.

Geometry as XYZ:
```
20
Properties=species:S:1:pos:R:3:forces:R:3
C -0.015 -0.574 2.537 -0.1 0.5 1.3
N -0.928 -0.189 1.435 4.5 -1.3 -3.4
C -0.460 -0.732 0.164 -4.5 1.6 1.4
C 0.336 -1.863 0.106 0.8 -0.4 -0.9
C 0.268 -2.854 -1.057 -3.0 0.4 1.3
C -1.230 -0.265 -1.063 0.4 0.2 0.8
H -0.064 -1.627 2.496 0.0 -1.2 0.8
H 1.062 -0.309 2.543 -0.5 0.4 -1.1
H -0.300 -0.210 3.530 -0.7 -0.2 -0.5
H -1.165 0.782 1.359 -0.6 0.5 0.0
H 1.062 -1.817 0.895 0.6 -1.1 0.1
H -0.943 -3.114 -1.126 3.2 0.7 -0.3
H 0.643 -2.361 -1.965 -0.3 -0.3 0.0
H 0.784 -3.792 -0.872 0.2 0.2 0.1
H -0.899 -0.572 -2.034 0.5 -0.7 -0.2
H -1.250 0.791 -1.124 0.4 1.4 0.2
H -2.281 -0.446 -0.987 -0.7 -0.8 0.3
H 1.824 5.650 -1.702 0.1 -2.1 -0.7
H 1.744 7.073 -1.941 0.1 -0.2 1.1
O 1.811 6.429 -1.196 -0.2 2.2 -0.5
```
Positions in Å, forces in eV/Å.

Results
**Energy above the lowest of the compared OMol25 structures with the same formula, charge and spin**: 184.0 kJ/mol
**HOMO level (spin up / spin down)**: -13.5 / -13.5 eV
**Spin multiplicity**: 2
**Total energy**: -327.9452 a.u.
**Net charge**: +1

***

Which value of net charge does entry 2 give? 0

***

Which value of spin multiplicity does entry 3 give? 2

***

What is the total energy in the first record? -328.2908 a.u.